*w*
Below is 2 unconnected molecules or ions with the total composition C9H16N2O2, with properties calculated with wB97M-V/def2-TZVPD.

Atoms and positions in Å:
1 H -2.3717 -1.0682 2.5421
2 H -1.6517 0.2405 -2.0452
3 H 4.0115 0.9904 -1.4092
4 C 2.5860 0.3227 0.1107
5 H 2.8154 -1.8565 0.6331
6 H 4.2643 1.8348 0.1461
7 H -3.2550 0.8466 1.7231
8 H 0.8611 0.4134 -1.2856
9 H 2.0270 -0.7872 -1.6893
10 C 3.5046 1.3900 -0.5235
11 N -1.7863 0.0962 -1.0371
12 C -1.0990 -1.0712 -0.6576
13 H 0.9499 -0.8741 -0.3109
14 H 1.2945 0.1689 1.7695
15 H 4.2261 -1.1746 -0.2270
16 H 3.9631 -0.5853 1.6559
17 C 3.4757 -0.9242 0.5542
18 H 2.7273 1.2134 1.9146
19 C -2.5794 0.8801 -0.2119
20 N -2.7205 0.3561 1.0590
21 O -0.4501 -1.7048 -1.4668
22 H 1.2336 1.7059 1.1936
23 C -2.1099 -0.8145 1.5095
24 O -3.0562 1.9487 -0.6066
25 C 1.9562 0.9254 1.2813
26 C 1.6374 -0.2567 -0.8613
27 H 2.8905 2.3194 -0.7107
28 C -1.2840 -1.4650 0.7203
29 H -0.9136 -2.4234 1.0038

HOMO-LUMO gap = 10.252 eV
total charge = 0
HOMO energy = -9.84 eV
E_LUMO = 0.411 eV
SMILES string = O=c1cc[nH]c(=O)[nH]1.CC(C)(C)C

---

*x*
Below is 2 unconnected molecules or ions with the total composition C9H16N2O2, with properties calculated with wB97M-V/def2-TZVPD.

Atoms and positions in Å:
1 C 0.7437 -3.1777 -2.0362
2 H -1.2032 -2.5141 2.1774
3 H 2.0014 -3.0786 -3.9598
4 H 0.9054 -1.5358 -0.6805
5 H 1.0146 1.1831 -1.2741
6 H 0.5960 -4.1952 -2.0728
7 H -0.1162 -2.8000 -2.6196
8 H -2.3420 1.7281 0.8911
9 O -1.0558 -0.1580 -0.5456
10 H 0.8203 3.8282 2.1506
11 C -0.7629 1.1051 -0.3055
12 N 0.5448 1.6006 -0.5470
13 O -1.6726 3.4944 2.0619
14 C -0.9012 2.8345 1.3473
15 C 1.9054 -2.7208 -2.8531
16 H 0.5696 -3.4637 2.2057
17 H 0.3335 -1.4225 1.6427
18 H 2.9088 -2.9919 -2.4094
19 C -0.1446 -2.4901 1.6926
20 H -1.1746 -2.5740 -0.0679
21 C -0.2912 -3.0185 0.2388
22 H 1.7825 -2.8023 -0.1569
23 C 1.2335 2.4398 0.3538
24 H -0.5146 -4.0901 0.2227
25 H 1.7467 -1.6262 -2.8053
26 C 0.7854 -2.6042 -0.6213
27 N -1.4701 2.0135 0.3888
28 H 2.2517 2.4315 0.2124
29 C 0.5526 2.9542 1.4368

HOMO-LUMO gap = 9.770 eV
total charge = 0
HOMO energy = -9.72 eV
E_LUMO = 0.048 eV
SMILES string = O=c1cc[nH]c(=O)[nH]1.CCCCC

---

*y*
Below is 2 unconnected molecules or ions with the total composition C9H16N2O2, with properties calculated with wB97M-V/def2-TZVPD.

Atoms and positions in Å:
1 C 0.4365 -0.9937 6.1332
2 H -1.4471 3.1727 -3.1723
3 H -1.3973 -0.6309 -4.1992
4 H 0.1566 3.1453 -2.7088
5 H -0.3842 2.0951 -5.4032
6 C -0.3688 1.1815 -3.4482
7 H 0.4265 -0.5174 7.1116
8 C 0.6362 0.2843 -2.6355
9 C -0.2825 -2.6758 4.5506
10 C 0.1866 1.3280 -4.7991
11 C -0.3420 -2.0512 5.8607
12 H -2.4071 0.6725 -4.1140
13 H -1.0567 -2.4664 6.5675
14 H 0.2403 0.0119 -1.6165
15 H 0.7027 -2.4623 2.7629
16 H 1.5561 0.7335 -2.2844
17 H 0.1735 0.3237 -5.2888
18 C -0.6802 2.5032 -2.8199
19 O -0.9058 -3.6324 4.1509
20 N 1.3565 -0.5009 5.2132
21 H 1.3083 1.6061 -4.7353
22 C 1.3974 -0.9469 3.9137
23 N 0.6262 -2.0633 3.6766
24 C -1.6639 0.2531 -3.5528
25 O 2.1135 -0.4351 3.0681
26 H -2.1184 -0.0281 -2.5773
27 H 1.8636 0.3711 5.3743
28 H -1.0724 2.2972 -1.7796
29 H 0.9460 -0.5745 -3.2485

HOMO-LUMO gap = 10.222 eV
total charge = 0
HOMO energy = -9.74 eV
E_LUMO = 0.487 eV
SMILES string = O=c1cc[nH]c(=O)[nH]1.CC(C)(C)C

---

What are the relative energies? In kcal/mol: *w* 18.4; *x* 57.9; *y* 0.0.